Record 1
C4H11N2O | wB97M-V/def2-TZVPD

F_max (Eh/bohr): 0.089
Energy relative to the best compared isomer or geometry (same formula, charge and spin) (eV): 3.826
Total energy (eV): -9345.03047
HOMO-LUMO gap (eV): 7.6

ORCA input file:
```
! RIJCOSX wB97M-V def2-TZVPD def2/J DEFGRID3
* xyz 1 1
H -1.3301 -1.8859 0.5543
C 0.9604 -3.1135 -0.0437
H 1.3925 -0.9623 0.0277
H -0.0456 -3.4765 0.2917
O 0.2686 2.7808 -2.1012
N -0.1282 3.2697 -0.0141
H -0.0936 2.2615 -2.8228
H -1.8699 0.0951 1.2168
C -0.8027 0.0390 0.9397
N -0.5362 -1.2385 0.4704
H -0.5656 0.8471 0.1609
H 1.6438 -3.4203 0.8000
H -0.1211 0.2103 1.8241
H 1.1268 -3.3717 -1.0881
H 0.0499 4.2516 -0.3846
H -0.3840 3.1177 0.9698
C -0.2157 2.3235 -0.9386
C 0.6507 -1.7278 0.1377
*
```

---

Record 2
C4H11N2O | wB97M-V/def2-TZVPD

F_max (Eh/bohr): 0.057
Energy relative to the best compared isomer or geometry (same formula, charge and spin) (eV): 2.416
Total energy (eV): -9346.44039
HOMO-LUMO gap (eV): 8.6

ORCA input file:
```
! RIJCOSX wB97M-V def2-TZVPD def2/J DEFGRID3
* xyz 1 1
H -2.1802 -1.0795 -1.4084
H 1.0338 1.1776 -1.4627
C -2.1862 0.0172 -1.3054
C 1.0236 -1.4949 0.8958
H -2.5062 0.4864 -2.2208
H 1.8284 -1.8704 1.5380
H 1.8742 0.3477 0.3557
C 1.0642 0.6669 2.1299
H -0.4238 0.1469 -0.0257
H 0.0502 -1.7718 1.3115
C -0.0017 1.0674 -1.7316
N 1.1411 -0.0046 0.9337
H -0.3756 1.4972 -2.6656
H 1.5387 1.6779 2.0585
H -2.8528 0.2902 -0.4751
H 1.1679 -1.8107 -0.1465
N -0.8039 0.4057 -0.9780
O 0.6081 0.2507 3.1967
*
```

---

Record 3
C4H11N2O | wB97M-V/def2-TZVPD

F_max (Eh/bohr): 0.044
Energy relative to the best compared isomer or geometry (same formula, charge and spin) (eV): 1.820
Total energy (eV): -9347.03692
HOMO-LUMO gap (eV): 11.3

ORCA input file:
```
! RIJCOSX wB97M-V def2-TZVPD def2/J DEFGRID3
* xyz 1 1
H 0.0179 2.0275 1.4606
C -0.0650 -2.2737 -0.2567
H -2.0294 1.6537 0.2408
N 1.1184 -1.6929 -0.1043
C -1.4184 1.4285 -0.6272
H 1.9349 -2.3401 -0.1425
H -1.9049 1.3658 -1.6037
H 1.2048 -0.6820 0.1729
H 1.3854 2.5725 0.4490
H -1.3411 -0.6163 -0.3106
C -0.0939 1.2844 -0.5425
N -1.2098 -1.6481 -0.3389
O 1.5871 0.6754 1.1353
H 0.4502 1.1272 -1.4608
H 1.8373 1.0139 2.0179
C 0.6772 1.7300 0.6410
H -2.0846 -2.2387 -0.3797
H -0.0662 -3.3873 -0.3507
*
```

---

Record 4
C4H11N2O | wB97M-V/def2-TZVPD

F_max (Eh/bohr): 0.076
Energy relative to the best compared isomer or geometry (same formula, charge and spin) (eV): 3.815
SMILES: C[N+](C)(C)NC=O
Total energy (eV): -9345.04207
HOMO-LUMO gap (eV): 11.7

ORCA input file:
```
! RIJCOSX wB97M-V def2-TZVPD def2/J DEFGRID3
* xyz 1 1
C 0.7240 -1.2993 0.8911
H -0.0203 -2.0616 1.2877
H 0.9908 1.3069 -1.2745
H -1.9280 1.9299 1.3758
N 0.1898 -0.1787 -0.0011
H -1.4735 -1.1328 -1.0310
H -0.6767 0.1620 -1.9067
H 1.9106 1.1513 0.3790
H 1.1514 -0.7348 1.7900
N -0.7352 0.6252 0.7796
H 2.0195 -0.2647 -0.7870
H -0.0055 -1.4111 -1.7347
C 1.3626 0.5778 -0.4297
C -1.8262 1.4300 0.4414
O -2.3679 1.6029 -0.6129
H -0.3271 0.8638 1.7170
C -0.5075 -0.7058 -1.2118
H 1.5192 -1.8611 0.3277
*
```